Formula: C24H23N2O
Source: the OMol25 dataset
Level of theory: the ωB97M-V functional and the def2-TZVPD basis

Last column: Löwdin charge in e.
Positions of all 50 atoms, in Å:
C  6.09187  -2.18409  1.00941  -0.0485
O  5.27459  -1.04995  1.38032  -0.0777
C  3.92915  -1.24155  1.43486  -0.2505
C  3.13045  -0.08387  1.59056  0.0327
C  1.75609  -0.18941  1.44707  -0.0042
C  1.17296  -1.40710  1.07256  -0.1986
N  -0.22983  -1.49978  0.89875  0.0626
C  -1.03329  -2.55275  1.34127  0.0212
C  -2.31361  -2.18072  1.19252  0.0082
N  -2.30085  -0.93203  0.59510  -0.0295
C  -3.53557  -0.27168  0.22460  0.0122
C  -1.02742  -0.52197  0.39045  -0.1374
C  -0.58284  0.46646  -0.60125  -0.1214
C  -1.57335  0.35749  -1.79428  -0.1985
C  -1.58823  -0.85790  -2.48936  -0.0375
C  -2.49716  -1.05235  -3.53358  -0.0626
C  -3.42432  -0.04827  -3.83658  -0.0707
C  -3.39419  1.17101  -3.14548  -0.0549
C  -2.41153  1.39803  -2.17087  -0.0471
C  -0.34390  1.85885  0.02946  -0.2079
C  0.89565  2.49498  -0.11784  -0.0468
C  1.15677  3.71691  0.51955  -0.0568
C  0.11752  4.37316  1.18797  -0.0702
C  -1.12669  3.75310  1.32748  -0.0536
C  -1.33242  2.46779  0.79703  -0.0438
C  1.94657  -2.56806  1.00009  -0.0005
C  3.32060  -2.51149  1.24233  0.0073
H  7.09430  -1.77004  0.89154  0.0987
H  6.07447  -2.93423  1.81487  0.1004
H  5.73688  -2.61843  0.06246  0.0997
H  3.61729  0.86745  1.79261  0.1307
H  1.11913  0.67037  1.66172  0.1191
H  -0.62526  -3.44538  1.76971  0.1332
H  -3.23657  -2.67560  1.43072  0.1407
H  -3.38824  0.79654  0.02131  0.0762
H  -3.97033  -0.76330  -0.66486  0.1195
H  -4.24409  -0.37871  1.06111  0.1163
H  0.38360  0.07447  -0.93593  0.1534
H  -0.86441  -1.64016  -2.22386  0.1279
H  -2.48207  -1.99598  -4.08940  0.1141
H  -4.16089  -0.20205  -4.63348  0.1137
H  -4.12769  1.94869  -3.35405  0.1127
H  -2.32078  2.36596  -1.67765  0.1196
H  1.66666  2.00623  -0.72695  0.1264
H  2.16407  4.14872  0.46747  0.1160
H  0.27946  5.38092  1.58935  0.1151
H  -1.94993  4.25220  1.85006  0.1145
H  -2.27165  1.94095  0.96100  0.0966
H  1.49273  -3.51937  0.74182  0.1178
H  3.93634  -3.41406  1.19830  0.1124

Properties
- Energy relative to the best compared isomer or geometry (same formula, charge and spin): 4.22 kcal per mole
- Net charge: +1
- HOMO-LUMO gap: 8.68 eV
- Calculated total energy: -1112.87594 hartree
- E_LUMO: -2.74 eV
- HOMO level: -11.42 eV